This record from the OMol25 dataset describes a 8-piece molecular cluster, C34H42N2O22 overall. The level of theory is ωB97M-V/def2-TZVPD.

Last column: Mulliken charge in e.
Positions of all 100 atoms, in Å:
1 C 2.85544 1.54125 1.25881  -0.675
2 C 3.13416 1.38249 -0.27413  0.237
3 O 4.07017 2.33919 -0.77071  -0.552
4 C 1.86251 1.23970 -1.13904  -1.735
5 C 0.90176 2.48511 -1.28145  2.877
6 C 0.83618 2.81035 -2.75577  -0.412
7 N 0.58334 3.03164 -3.86421  -0.641
8 C 1.34357 3.78944 -0.56415  -0.787
9 C 0.31675 4.85191 -0.87032  -0.061
10 N -0.44309 5.68957 -1.13139  -0.510
11 C -0.50217 2.05638 -0.78457  0.107
12 C -0.74042 1.93229 0.58358  0.266
13 C -1.97176 1.51704 1.06257  -1.320
14 C -2.99550 1.20472 0.17140  -0.116
15 C -2.74624 1.34534 -1.17905  -1.084
16 C -1.51759 1.76466 -1.68082  -0.554
17 H 2.89508 2.59316 1.58038  0.282
18 H 1.89906 1.05265 1.48775  0.245
19 H 3.62570 1.00259 1.85602  -0.055
20 H 3.66164 0.41491 -0.34778  0.601
21 H 4.00871 3.16001 -0.27347  0.349
22 H 2.18979 0.94095 -2.14777  0.453
23 H 1.28032 0.39196 -0.74985  0.479
24 H 1.33047 3.68087 0.52393  0.250
25 H 2.28635 4.19977 -0.94712  0.531
26 H 0.01888 2.14382 1.33713  0.255
27 H -2.15747 1.39164 2.12913  0.439
28 H -3.95844 0.85846 0.54060  0.400
29 H -3.55692 1.11317 -1.87452  0.384
30 H -1.41943 1.82782 -2.76329  0.371
31 O -5.38546 0.91803 2.80726  -0.543
32 C -6.34844 1.16863 2.15135  0.677
33 O -6.30721 1.73296 0.91919  -0.297
34 C -7.62830 1.65614 0.36623  -0.193
35 C -8.49241 1.55937 1.59407  -0.083
36 O -7.61978 0.92358 2.53863  -0.353
37 H -7.85080 2.53401 -0.23624  0.316
38 H -7.69414 0.76797 -0.26408  0.172
39 H -8.78067 2.53838 1.98212  0.278
40 H -9.38536 0.96910 1.43186  0.074
41 O 4.79195 -0.06988 3.60625  -0.546
42 C 5.83164 0.50568 3.56763  0.639
43 O 5.98334 1.76912 3.09343  -0.305
44 C 7.30704 2.19637 3.41660  -0.325
45 C 8.04616 0.89403 3.56523  0.080
46 O 7.01400 -0.00809 3.98785  -0.380
47 H 7.71560 2.82283 2.62678  0.191
48 H 7.27727 2.77091 4.34531  0.320
49 H 8.45497 0.53806 2.62843  0.032
50 H 8.84455 0.95004 4.30257  0.339
51 O 10.45612 1.16921 0.91930  -0.591
52 C 9.50508 1.42826 0.25121  0.747
53 O 9.55590 2.00677 -0.96825  -0.380
54 C 8.23749 1.94200 -1.53067  -0.420
55 C 7.36274 1.83260 -0.30999  -0.038
56 O 8.22114 1.18210 0.62756  -0.285
57 H 8.02097 2.82945 -2.12192  0.385
58 H 8.17209 1.06422 -2.17217  0.345
59 H 7.07230 2.80706 0.09236  0.179
60 H 6.46535 1.24510 -0.48410  0.036
61 O 9.42544 -0.01043 -3.05913  -0.583
62 C 10.26371 -0.76875 -2.68999  0.664
63 O 10.12854 -1.58956 -1.62113  -0.314
64 C 11.23268 -2.49545 -1.62995  -0.302
65 C 12.27069 -1.73689 -2.41784  -0.331
66 O 11.47261 -0.92032 -3.27777  -0.329
67 H 11.55604 -2.72366 -0.61694  0.295
68 H 10.92588 -3.42107 -2.12151  0.261
69 H 12.88545 -1.09071 -1.78829  0.276
70 H 12.92096 -2.39003 -2.99552  0.297
71 O -11.24992 1.20791 0.32542  -0.519
72 C -11.05850 0.27274 -0.38338  0.600
73 O -9.91572 -0.45577 -0.36759  -0.197
74 C -10.12796 -1.61227 -1.16698  -0.263
75 C -11.24029 -1.18365 -2.09030  -0.367
76 O -11.93395 -0.20662 -1.30161  -0.372
77 H -9.22064 -1.88887 -1.69933  0.282
78 H -10.42117 -2.43768 -0.51556  0.222
79 H -10.86885 -0.70469 -2.99853  0.269
80 H -11.89926 -2.00259 -2.36857  0.316
81 O -6.62024 -2.98301 -0.03904  -0.489
82 C -6.47572 -3.03730 1.14166  0.639
83 O -7.48849 -3.16140 2.03098  -0.337
84 C -6.90838 -3.41474 3.31399  -0.346
85 C -5.52462 -2.83356 3.16760  -0.214
86 O -5.27692 -2.97664 1.76466  -0.296
87 H -7.48464 -2.93603 4.10223  0.323
88 H -6.89550 -4.49283 3.48844  0.273
89 H -5.48334 -1.77338 3.42696  0.147
90 H -4.77928 -3.36926 3.75104  0.317
91 O -2.31696 -6.29375 -4.00888  -0.509
92 C -2.98043 -5.77587 -3.17385  0.562
93 O -2.90752 -6.06144 -1.84640  -0.351
94 C -3.68369 -5.08403 -1.15005  -0.179
95 C -4.64999 -4.61767 -2.20765  -0.141
96 O -3.91456 -4.81990 -3.41643  -0.348
97 H -4.18235 -5.52486 -0.28965  0.245
98 H -3.02246 -4.28616 -0.80552  0.253
99 H -5.55824 -5.22336 -2.24188  0.227
100 H -4.92639 -3.57331 -2.08937  0.223

Results
**Charge**: 0
**Kohn-Sham gap**: 0.3525 Ha
**F_max**: 1.7 eV/Å
**HOMO**: -9.347 eV

---

This record from the OMol25 dataset describes C34H42N4P2Sn as an isolated structure. The level of theory is ωB97M-V/def2-TZVPD.

Last column: Mulliken charge in e.
Positions of all 83 atoms, in Å:
1 Sn -0.54924 2.45601 -2.03221  0.718
2 C -1.46166 2.27733 -4.00485  -0.472
3 C -1.53242 0.86551 -3.79796  -0.611
4 C -0.52740 -0.14551 -4.19993  -0.526
5 C 0.90854 0.40777 -4.21527  -1.397
6 C 1.16683 1.41008 -3.09923  1.156
7 C 1.42523 2.79090 -3.31282  -0.211
8 C 0.64144 3.71616 -4.20361  -0.866
9 C -0.54004 3.02830 -4.96254  -0.915
10 C 0.06552 2.65818 0.03085  -1.012
11 H -2.38115 2.84279 -3.74952  0.660
12 H -2.55286 0.47924 -3.67095  0.807
13 H -0.77652 -0.53789 -5.20016  0.465
14 H -0.57970 -1.02862 -3.53521  0.158
15 H 1.62366 -0.42282 -4.06554  0.457
16 H 1.11791 0.82321 -5.21523  0.455
17 H 1.63142 0.98472 -2.20710  -0.568
18 H 2.29174 3.22827 -2.80217  0.426
19 H 1.28724 4.24867 -4.91744  0.615
20 H 0.22133 4.53744 -3.56538  0.275
21 H -1.14846 3.82810 -5.43595  0.405
22 H -0.17019 2.36499 -5.76214  0.290
23 H -0.78174 3.11467 0.56169  0.418
24 H 0.92552 3.34721 -0.09662  0.495
25 H 0.41197 1.75847 0.54909  -0.045
26 P 1.61349 -0.66882 0.54433  -0.591
27 P -1.51654 -1.91059 0.92350  -0.272
28 N 3.00786 0.19526 -0.37633  0.729
29 N 2.68062 -1.87247 1.11210  0.847
30 N -2.10184 -0.33596 0.28070  0.762
31 N -3.05133 -2.71976 0.66032  0.429
32 C 0.70150 -1.47138 -0.84840  0.337
33 C -0.45834 -2.43976 -0.49159  -1.159
34 C 3.27163 1.56936 -0.27840  -0.456
35 C 4.29881 1.89778 -1.15327  -0.993
36 C 4.67032 0.69511 -1.83724  -0.754
37 C 3.87723 -0.32717 -1.34306  -0.539
38 C 3.69020 -1.61146 2.06328  -0.626
39 C 4.46397 -2.74306 2.19586  -0.656
40 C 3.93049 -3.74049 1.31510  -0.685
41 C 2.85289 -3.18232 0.65649  -0.382
42 C -2.43657 0.77904 1.05869  0.051
43 C -3.00879 1.74495 0.25887  -0.697
44 C -3.07298 1.21747 -1.07492  -1.738
45 C -2.46071 -0.03715 -1.02015  0.071
46 C -4.08087 -2.49989 -0.27587  -0.259
47 C -5.16419 -3.29092 0.06947  -0.604
48 C -4.80931 -4.01817 1.25612  -0.668
49 C -3.52408 -3.64618 1.60134  -0.289
50 H 1.45241 -2.00962 -1.44359  1.203
51 H 0.33562 -0.64863 -1.49315  -1.381
52 H -1.08011 -2.61851 -1.38414  0.599
53 H -0.03974 -3.41442 -0.17503  0.515
54 H 2.75513 2.16127 0.45909  0.601
55 H 4.74063 2.87772 -1.26308  0.556
56 H 5.44249 0.60586 -2.58997  0.493
57 H 3.90831 -1.39348 -1.53533  0.451
58 H 3.72038 -0.64668 2.55382  0.470
59 H 5.32804 -2.85054 2.84440  0.465
60 H 4.29597 -4.75114 1.17602  0.473
61 H 2.16572 -3.58600 -0.07459  0.414
62 H -2.19091 0.80051 2.11474  -0.487
63 H -3.35028 2.72394 0.57453  0.555
64 H -3.51046 1.67506 -1.95338  0.684
65 H -2.25444 -0.74465 -1.81103  0.714
66 H -3.97296 -1.79286 -1.08546  0.417
67 H -6.10437 -3.33894 -0.46373  0.455
68 H -5.43830 -4.71952 1.79305  0.433
69 H -2.87091 -3.93105 2.42203  0.369
70 C -0.34113 -0.47890 3.48457  0.287
71 C -0.42528 0.10806 4.75914  0.399
72 C -1.55188 0.92061 5.14553  -0.031
73 C -1.68726 1.32434 6.46489  -0.727
74 C -0.73475 0.95129 7.42637  -0.249
75 C 0.41281 0.24103 7.05004  -0.711
76 C 0.59971 -0.13740 5.73510  -0.338
77 H 0.60456 -0.85919 3.11030  0.061
78 H -1.26729 -0.76299 2.98746  0.176
79 H -2.27562 1.20174 4.37353  0.383
80 H -2.54151 1.93748 6.75095  0.429
81 H -0.88034 1.22669 8.47071  0.421
82 H 1.16864 -0.01887 7.78986  0.413
83 H 1.49673 -0.66883 5.39963  0.457

Results
**Charge**: +2
**Kohn-Sham gap (spin up / spin down)**: 0.1342 / 0.1343 Ha
**F_max**: 3.0 eV/Å
**HOMO (spin up / spin down)**: -11.921 / -11.925 eV